Entry from OMol25: C25H18F2N2O3 in the gas phase in a non-equilibrium geometry (ωB97M-V/def2-TZVPD).

Each atom is followed by the atoms it is bonded to, with distances in Å.
Atoms and positions in Å:
1 N -1.54834 -4.55099 -5.63604  C2 1.171
2 C -1.82774 -4.49923 -4.49954  N1 1.171, C3 1.442
3 C -2.21699 -4.35241 -3.11893  C2 1.442, C4 1.408, C31 1.403
4 C -1.52634 -3.43193 -2.30777  C3 1.408, C5 1.388, H33 1.098
5 C -1.84422 -3.24858 -0.96934  C4 1.388, C6 1.478, C29 1.386
6 C -1.05082 -2.32680 -0.12907  C5 1.478, C7 1.411, C28 1.429
7 C 0.34409 -2.19018 -0.29475  C6 1.411, C8 1.390, H34 1.120
8 C 1.07515 -1.31939 0.50454  C7 1.390, C9 1.397, H35 1.090
9 C 0.48619 -0.53508 1.49889  C8 1.397, C10 1.464, C27 1.396
10 C 1.17628 0.40559 2.38339  C9 1.464, O11 1.225, N12 1.394
11 O 1.04519 0.22858 3.58857  C10 1.225
12 N 1.87393 1.50786 1.89151  C10 1.394, C13 1.459, C23 1.462
13 C 2.11094 1.78890 0.47983  N12 1.459, C14 1.501, C21 1.536, H36 1.110
14 C 0.90950 1.80201 -0.41910  C13 1.501, C15 1.412, C19 1.399
15 C -0.36543 2.17990 0.05705  C14 1.412, C16 1.388, H37 1.066
16 C -1.42020 2.25989 -0.84172  C15 1.388, C17 1.383, H38 1.087
17 C -1.23509 2.03044 -2.19256  C16 1.383, C18 1.419, H39 1.080
18 C 0.02528 1.57454 -2.65752  C17 1.419, C19 1.386, H40 1.091
19 C 1.06246 1.41089 -1.75359  C14 1.399, C18 1.386, F20 1.373
20 F 2.28959 1.00309 -2.21610  C19 1.373
21 C 2.73672 3.19155 0.50290  C13 1.536, C22 1.519, H41 1.076, H42 1.088
22 C 3.41050 3.27167 1.86160  C21 1.519, C23 1.512, H43 1.096, H44 1.094
23 C 2.43624 2.54172 2.75811  N12 1.462, C22 1.512, C24 1.571, H45 1.082
24 C 1.42826 3.54842 3.41959  C23 1.571, O25 1.192, O26 1.335
25 O 1.87275 4.22781 4.29281  C24 1.192
26 O 0.13127 3.58091 3.10596  C24 1.335, H46 0.983
27 C -0.89147 -0.66240 1.68304  C9 1.396, C28 1.411, H47 1.088
28 C -1.66082 -1.55390 0.90590  C6 1.429, C27 1.411, H48 1.093
29 C -2.89182 -3.97663 -0.42874  C5 1.386, C30 1.413, H49 1.095
30 C -3.60972 -4.88286 -1.24028  C29 1.413, C31 1.381, H50 1.068
31 C -3.25521 -5.10873 -2.55564  C3 1.403, C30 1.381, F32 1.341
32 F -3.93686 -6.05090 -3.22384  C31 1.341
33 H -0.71894 -2.82170 -2.73378  C4 1.098
34 H 0.89260 -2.76595 -1.08316  C7 1.120
35 H 2.14311 -1.24293 0.30077  C8 1.090
36 H 2.86337 1.06553 0.10063  C13 1.110
37 H -0.56618 2.46899 1.06358  C15 1.066
38 H -2.41676 2.51157 -0.48833  C16 1.087
39 H -2.06251 2.12441 -2.88096  C17 1.080
40 H 0.25287 1.34075 -3.69909  C18 1.091
41 H 1.99726 3.97207 0.47388  C21 1.076
42 H 3.43613 3.36389 -0.31195  C21 1.088
43 H 4.37155 2.74384 1.86915  C22 1.096
44 H 3.56167 4.30643 2.18160  C22 1.094
45 H 2.97842 2.12085 3.59471  C23 1.082
46 H -0.26048 4.15996 3.79690  O26 0.983
47 H -1.42767 -0.13864 2.47137  C27 1.088
48 H -2.74000 -1.60316 1.06945  C28 1.093
49 H -3.08586 -3.94327 0.64818  C29 1.095
50 H -4.35185 -5.52642 -0.82212  C30 1.068

Output
Electronic energy: -40775.3438 eV
Spin multiplicity: 1
SMILES: N#Cc1cc(-c2ccc(C(=O)N3[C@@H](c4ccccc4F)CC[C@H]3C(=O)O)cc2)ccc1F
HOMO level: -9.00 eV